Here is a molecular structure, C23H28BMoN2O from the OMol25 dataset. Energies are from ωB97M-V/def2-TZVPD.

Cartesian coordinates (Å):
1 C -2.010 -1.052 2.223
2 C -2.094 0.227 1.618
3 C -1.806 0.129 0.242
4 H -2.364 1.167 2.136
5 C -1.685 -1.257 -0.070
6 C -1.865 -2.007 1.136
7 H -1.462 -1.682 -1.056
8 C 1.474 -0.159 3.522
9 C 0.595 0.972 3.560
10 C 0.706 1.670 2.333
11 H 0.038 1.312 4.437
12 C 1.519 0.911 1.432
13 C 2.105 -0.198 2.229
14 H -1.766 0.947 -0.475
15 H -1.978 -3.088 1.210
16 H -2.355 -1.286 3.218
17 H 2.957 -0.798 1.905
18 H 0.326 2.675 2.122
19 H 1.757 -0.758 4.374
20 Mo 0.202 -1.073 1.276
21 C 1.918 1.284 0.015
22 C 3.392 0.937 -0.241
23 C 1.641 2.782 -0.219
24 H 4.007 1.434 0.524
25 H 3.645 1.323 -1.234
26 H 3.568 -0.148 -0.228
27 H 2.177 3.427 0.496
28 H 0.562 3.022 -0.164
29 H 1.974 3.020 -1.240
30 C 0.947 0.541 -0.953
31 C 1.490 -0.662 -1.672
32 H 0.309 1.281 -1.491
33 H 0.093 0.038 -0.416
34 O 1.813 -1.689 -1.016
35 N 1.452 -0.477 -3.058
36 C 0.110 -0.786 -3.596
37 H 2.215 -0.966 -3.572
38 C -0.962 0.271 -3.404
39 C -2.289 -0.200 -3.452
40 H -2.455 -1.282 -3.566
41 C -3.359 0.669 -3.276
42 H -4.375 0.266 -3.253
43 C -3.112 2.035 -3.086
44 H -3.946 2.706 -2.904
45 C -1.807 2.515 -3.102
46 H -1.606 3.566 -2.927
47 C -0.726 1.644 -3.293
48 H 0.306 1.998 -3.269
49 H -0.308 -1.702 -3.110
50 H 0.175 -1.052 -4.663
51 B 0.062 -3.996 4.436
52 C 0.335 -3.356 3.118
53 N 0.524 -2.725 2.141
54 H -0.772 -3.295 4.973
55 H 1.072 -3.983 5.065
56 H -0.366 -5.096 4.265

Output
<S²>: 2.089
Frontier orbital gap (alpha / beta) in eV: 6.35 / 7.51
Charge: +1
Energy above the lowest of the compared OMol25 structures with the same formula, charge and spin in kcal per mole: 76.3
E_HOMO (alpha / beta) in eV: -11.5713 / -11.9909
Spin multiplicity: 3
Max |F| in eV Å⁻¹: 3.9

Need the Löwdin charges? In units of e they are:
1. C -0.118
2. C -0.082
3. C -0.123
4. H 0.141
5. C -0.183
6. C -0.184
7. H 0.117
8. C -0.053
9. C -0.068
10. C -0.037
11. H 0.120
12. C -0.291
13. C -0.187
14. H 0.121
15. H 0.132
16. H 0.128
17. H 0.124
18. H 0.126
19. H 0.124
20. Mo 1.592
21. C -0.474
22. C -0.014
23. C -0.032
24. H 0.112
25. H 0.101
26. H 0.081
27. H 0.107
28. H 0.093
29. H 0.100
30. C -0.112
31. C -0.416
32. H 0.091
33. H 0.026
34. O 0.058
35. N 0.063
36. C -0.128
37. H 0.163
38. C -0.234
39. C -0.056
40. H 0.125
41. C -0.067
42. H 0.116
43. C -0.078
44. H 0.110
45. C -0.070
46. H 0.110
47. C -0.067
48. H 0.117
49. H 0.120
50. H 0.146
51. B -0.381
52. C -0.136
53. N -0.074
54. H 0.040
55. H 0.034
56. H 0.033